1.
The following is a DFT calculation (ωB97M-V/def2-TZVPD) of a molecular structure, C45H111N3O12S9 at a distorted geometry.

Summary:
Gap between HOMO and LUMO, eV: 8.131
E_LUMO, eV: 0.02
Net charge: 0
Relative energy (zero: lowest compared OMol25 entry of this formula, charge and spin), eV: 16.268

```
180
C45H111N3O12S9 ωB97M-V/def2-TZVPD
S -3.23 1.24 4.11
S -1.68 -4.65 3.31
S 1.71 -1.00 3.51
S -5.29 1.27 -0.08
S -2.33 -1.02 -1.85
S 1.23 -1.73 -6.74
S -3.43 -4.40 -1.16
S -6.67 -0.68 -2.43
S -2.98 3.83 -2.53
O -6.49 0.70 -1.89
O -1.08 -3.80 2.21
O -3.16 2.36 -2.27
O 1.06 -5.24 0.89
O 5.76 0.25 -3.21
O -2.32 0.56 5.08
O 0.44 -1.45 -7.98
O -4.80 -4.75 -1.68
O -4.20 0.85 0.88
O 2.16 0.37 3.93
O -1.49 -1.98 -2.67
O -0.81 6.95 2.04
N -0.35 5.65 1.77
N 2.20 -4.49 0.52
N 5.12 1.50 -3.07
C -0.85 4.69 2.75
C 6.99 2.72 -4.08
C 3.20 2.78 -2.33
C -7.11 -1.73 -0.98
C 1.17 -3.53 -6.39
C -4.22 4.57 -1.47
C 5.32 3.94 -2.77
C 3.43 -4.99 1.12
C 3.28 -3.00 -1.09
C -0.33 3.28 2.46
C -2.43 -5.91 -0.98
C 0.18 -1.17 -5.36
C -6.56 2.26 0.75
C 1.44 4.28 0.92
C 0.84 -3.39 -1.20
C -4.06 2.55 5.05
C -0.50 5.07 4.19
C -1.20 0.20 -1.13
C 4.62 -3.32 -0.43
C -2.38 4.65 2.53
C 1.03 5.68 1.33
C 6.93 2.39 -1.60
C -1.56 4.34 -1.56
C 3.92 0.75 -1.01
C -4.62 0.13 3.76
C -5.00 -1.42 -2.69
C 3.14 -5.05 2.65
C 4.13 3.88 -1.80
C -2.66 -1.93 -0.31
C 2.40 -5.15 -1.89
C 1.91 -1.08 1.74
C 3.82 1.39 -2.38
C 2.17 -4.04 -0.86
C 6.06 2.60 -2.87
C -2.63 -3.50 4.36
C -0.08 -1.05 3.57
C -0.38 -4.98 4.56
C 2.91 0.58 -3.29
C 2.01 6.26 2.38
C 1.13 3.20 1.96
C 3.94 -6.35 0.62
C -3.75 -4.12 0.64
C -6.25 -0.25 -0.28
C 1.20 6.56 0.09
C 4.46 -3.87 1.00
H -1.76 -2.34 0.16
H -0.40 -0.25 2.89
H -1.36 -5.71 -0.89
H -0.55 -1.94 3.13
H -0.96 2.69 1.80
H 1.91 0.39 -2.89
H -2.63 4.93 1.50
H -1.63 0.60 -0.21
H -1.17 0.98 -1.89
H 2.22 -4.86 -2.93
H -0.66 6.11 4.47
H 2.62 -5.99 2.85
H 3.15 -6.85 0.07
H 2.77 0.98 -4.30
H 0.99 7.62 0.25
H -0.07 -3.96 -1.04
H 0.26 -5.83 4.36
H 7.45 3.70 -4.18
H 3.01 6.29 1.93
H -6.98 -0.49 0.49
H -0.84 -5.11 5.54
H 0.67 -1.25 -4.39
H 6.41 2.17 -0.68
H 4.10 -3.03 1.60
H 2.19 6.48 -0.35
H 1.76 -6.02 -1.69
H 1.86 3.30 2.77
H -7.43 2.19 0.09
H -0.67 -1.83 -5.50
H 3.31 -0.42 -3.50
H 0.63 -4.54 1.42
H 5.26 -2.44 -0.38
H 4.44 -0.21 -1.10
H -4.26 5.66 -1.50
H 2.69 3.13 -3.23
H -4.00 4.28 -0.44
H -5.39 0.62 3.17
H -4.16 -0.65 3.16
H 3.44 -5.49 -1.91
H -3.18 -1.34 0.45
H -6.87 1.76 1.67
H 1.36 2.21 1.56
H -1.53 3.96 -0.54
H 2.57 -4.17 2.92
H 7.60 1.56 -1.86
H 4.43 1.27 -0.20
H 0.86 -3.03 -2.22
H 4.85 -6.31 0.02
H -7.87 -1.14 -0.47
H -2.75 -3.89 5.36
H 2.51 4.26 0.71
H -1.62 5.44 -1.48
H -4.84 -4.16 0.71
H -3.29 3.04 5.65
H 0.19 -3.98 -6.27
H 0.58 4.98 4.28
H -4.68 -1.65 -1.68
H -0.87 4.35 4.92
H 6.38 2.62 -4.98
H -4.49 3.37 4.47
H -6.69 -0.26 -1.28
H -2.58 -6.39 -1.95
H 5.44 -4.19 1.37
H 2.39 2.74 -1.59
H -2.82 -6.48 -0.14
H -6.25 3.27 1.00
H 4.92 4.20 -3.75
H 4.17 -6.96 1.49
H -3.47 -3.12 0.97
H 5.98 4.72 -2.39
H -3.28 -4.88 1.27
H -0.30 2.72 3.40
H -5.51 -1.05 -0.34
H 0.53 6.22 -0.70
H 7.56 3.28 -1.47
H 1.40 -0.23 1.29
H 6.15 0.02 -2.34
H 3.51 4.77 -1.82
H 2.90 0.45 -0.73
H -1.62 7.02 1.53
H 1.69 7.27 2.64
H -2.87 5.35 3.20
H -0.23 -0.26 -0.98
H 1.92 -3.75 -5.64
H 5.22 -4.07 -0.96
H 1.60 -3.89 -7.33
H -2.09 -2.55 4.29
H -4.83 2.13 5.70
H -0.68 4.12 -2.15
H -6.18 -1.76 -0.42
H -7.56 -2.70 -1.19
H 0.22 -4.07 4.59
H -5.14 -2.33 -3.27
H -5.20 4.19 -1.73
H -3.27 -2.78 -0.63
H -3.57 -3.31 3.84
H 3.55 -2.97 -2.15
H 0.99 3.97 -0.03
H 4.07 -5.14 3.22
H 7.79 1.98 -4.07
H -5.03 -0.26 4.69
H 2.97 -1.07 1.48
H -0.02 -0.13 -5.57
H -0.35 -0.94 4.61
H -2.79 3.65 2.66
H -4.37 -0.71 -3.20
H 2.14 5.71 3.31
H 4.47 3.65 -0.79
H 1.46 -2.03 1.44
H 0.69 -2.49 -0.58
H 2.94 -2.00 -0.84
```

2.
The following is a DFT calculation (ωB97M-V/def2-TZVPD) of a molecular structure, C45H112Cl16N4O13 at a distorted geometry.

Summary:
Gap between HOMO and LUMO, eV: 6.884
E_LUMO, eV: -0.22
Net charge: 0

```
190
C45H112Cl16N4O13 ωB97M-V/def2-TZVPD
Cl 13.05 23.23 29.52
Cl 11.83 29.38 33.81
Cl 7.93 26.81 29.95
Cl 16.07 28.79 34.08
Cl 7.50 24.16 30.45
Cl 11.77 23.05 32.78
Cl 10.09 23.31 29.89
Cl 13.28 26.93 28.91
Cl 10.88 26.75 27.39
Cl 16.10 22.53 33.32
Cl 7.10 28.70 35.90
Cl 16.24 27.09 36.34
Cl 6.07 21.38 29.38
Cl 9.53 26.95 34.45
Cl 10.36 30.12 28.68
Cl 14.21 25.84 38.93
O 4.99 24.08 36.19
O 16.07 23.01 37.30
O 10.63 25.25 31.22
O 8.35 33.43 31.87
O 8.37 28.35 32.09
O 11.91 24.87 36.74
O 8.95 23.11 35.67
O 10.80 21.66 36.65
O 8.89 21.04 32.48
O 13.31 30.13 36.66
O 14.38 25.42 32.76
O 12.55 21.55 37.77
O 11.43 26.49 39.16
N 7.40 24.87 37.34
N 12.59 25.82 33.20
N 10.97 28.33 37.24
N 9.54 30.86 32.68
C 8.30 22.51 30.69
C 11.08 25.12 28.10
C 13.58 29.29 33.48
C 10.32 29.72 32.19
C 10.54 26.94 36.89
C 4.97 24.64 37.51
C 12.11 26.88 32.23
C 14.24 31.25 36.87
C 10.69 26.63 31.69
C 8.78 22.85 37.13
C 3.94 24.51 35.36
C 9.46 33.38 32.77
C 8.64 24.20 37.82
C 12.02 25.93 34.54
C 10.21 32.12 32.30
C 6.30 24.32 38.10
C 11.08 29.28 36.09
C 11.44 25.58 40.30
C 14.47 29.06 34.71
C 7.12 33.92 32.39
C 9.72 28.37 32.58
C 12.59 24.03 37.75
C 11.62 21.76 35.47
C 14.72 23.33 37.09
C 13.02 24.68 30.48
C 10.17 23.67 35.32
C 14.44 23.28 33.09
C 9.15 28.84 28.72
C 14.93 27.94 37.33
C 6.98 26.96 35.33
C 8.30 26.29 35.55
C 11.94 30.49 36.43
C 9.33 27.80 29.81
C 11.70 21.96 38.80
C 13.33 22.23 33.14
C 12.64 24.90 35.53
C 7.70 27.30 32.68
C 13.81 26.96 37.60
C 9.34 24.70 31.45
C 14.05 25.77 29.99
C 9.94 21.79 33.15
C 10.05 24.98 29.21
C 10.38 26.13 38.20
C 15.25 25.95 33.75
C 7.28 21.32 30.70
H 14.89 25.33 29.47
H 12.12 24.99 28.40
H 14.92 26.96 33.97
H 9.89 22.88 33.15
H 8.98 22.30 29.86
H 3.00 24.77 35.85
H 4.20 24.22 38.16
H 12.91 27.48 37.91
H 14.18 31.60 37.91
H 4.29 25.47 34.98
H 10.21 25.73 29.99
H 9.15 23.71 31.05
H 9.02 25.13 28.89
H 11.55 28.69 35.30
H 12.10 25.85 41.13
H 12.73 23.91 35.10
H 12.20 27.87 32.68
H 6.67 27.22 32.34
H 13.35 21.68 34.07
H 7.63 27.47 33.75
H 14.49 29.92 35.39
H 6.30 33.96 31.67
H 9.59 22.33 37.64
H 10.96 24.36 27.33
H 13.46 21.51 32.32
H 11.02 23.01 35.50
H 11.39 21.56 37.41
H 8.66 24.05 38.90
H 14.62 24.41 37.21
H 6.72 33.44 33.29
H 10.46 25.09 37.88
H 4.95 25.71 37.32
H 11.33 26.53 36.26
H 13.29 24.30 31.47
H 11.35 29.71 32.54
H 8.59 26.13 36.58
H 7.89 22.24 37.28
H 8.04 21.19 32.89
H 9.08 28.32 27.77
H 10.95 21.57 32.79
H 15.32 28.37 38.25
H 10.21 27.16 29.67
H 16.10 22.10 37.60
H 12.03 23.99 38.69
H 10.42 25.39 40.64
H 6.34 26.45 36.05
H 8.89 22.70 31.59
H 12.00 25.05 30.59
H 6.72 21.24 31.62
H 7.27 24.48 36.42
H 11.80 28.32 37.83
H 8.18 29.30 28.84
H 12.22 25.00 32.73
H 8.55 25.34 31.07
H 8.22 26.36 32.46
H 13.62 25.37 35.64
H 14.50 23.73 32.10
H 10.64 21.92 38.56
H 12.24 20.88 35.30
H 10.39 27.27 30.87
H 11.96 22.96 39.12
H 9.79 28.28 33.67
H 11.53 31.05 37.26
H 8.62 30.90 32.26
H 14.14 32.09 36.18
H 9.19 33.37 33.83
H 7.75 20.35 30.52
H 10.40 32.23 31.23
H 13.57 26.42 36.68
H 14.49 26.32 30.82
H 11.79 24.60 39.97
H 10.15 29.70 35.71
H 9.87 21.51 34.20
H 6.56 26.82 34.33
H 7.31 34.94 32.70
H 10.99 25.63 34.38
H 12.12 26.96 34.89
H 10.13 23.89 34.25
H 14.34 23.04 36.11
H 9.62 26.91 36.31
H 13.73 30.25 33.00
H 13.48 25.61 33.02
H 11.84 21.34 39.69
H 13.69 28.52 32.71
H 11.97 31.18 35.58
H 9.56 24.78 37.71
H 10.38 24.61 35.83
H 9.41 26.39 38.61
H 9.53 28.24 30.78
H 10.53 29.73 31.12
H 16.30 26.06 33.46
H 12.29 22.63 35.53
H 14.58 28.76 36.71
H 6.38 23.25 38.24
H 13.46 21.52 38.07
H 14.30 28.16 35.29
H 12.93 23.04 37.44
H 13.51 24.60 37.90
H 10.96 21.96 34.63
H 10.08 34.25 32.55
H 12.83 26.86 31.41
H 6.28 24.73 39.12
H 10.25 27.55 32.09
H 14.11 22.87 37.87
H 15.22 25.32 34.63
H 14.31 23.98 33.92
H 9.16 24.71 32.53
H 15.27 30.90 36.84
H 11.15 32.24 32.84
H 10.04 26.82 32.54
H 8.22 25.24 35.26
H 3.75 23.76 34.59
```

Question: The highest E_LUMO belongs to which entry?
Answer: C45H111N3O12S9

Question: Which value of E_LUMO does entry 2 give?
Answer: -0.22 eV

Question: Which value of gap between HOMO and LUMO does entry 1 give?
Answer: 8.131 eV